(1)
Molecular formula: C18H34Br2FN4O8P
Method: DFT, ωB97M-V/def2-TZVPD

Properties
Gap between HOMO and LUMO   0.060 Eh

Geometry as ORCA input:
```
! RIJCOSX wB97M-V def2-TZVPD def2/J DEFGRID3
* xyz -2 1
C 5.94 0.66 0.96
C 5.31 1.00 -0.52
C 4.54 -0.31 -1.22
O 3.62 0.25 -2.21
C 2.19 -0.10 -1.92
C 1.36 0.72 -3.12
F 1.80 0.25 -4.48
C -0.26 0.55 -3.04
C -1.01 1.97 -2.60
C 1.64 0.47 -0.50
N 0.74 -0.43 0.30
C 1.01 -0.38 1.79
Br 2.80 -1.21 2.31
C 0.81 1.14 2.45
C 2.26 1.73 3.04
Br -0.42 1.02 4.06
C 0.65 -1.84 -0.22
N -0.53 -2.59 -0.14
O -0.62 -3.86 -0.65
C -1.81 -2.08 0.52
C -2.46 -0.76 -0.19
C -3.33 0.02 1.01
C -4.53 0.98 0.44
O -4.13 2.41 0.31
C -4.31 3.13 1.58
O -3.30 3.95 1.98
N 1.95 -2.39 -0.85
C 1.95 -1.69 -2.22
N 2.95 -2.32 -3.20
H 6.56 1.63 1.29
H 6.70 -0.23 0.98
H 5.10 0.55 1.81
H 4.44 1.79 -0.33
H 6.05 1.50 -1.27
H 4.06 -0.90 -0.34
H 5.38 -0.98 -1.73
H 1.74 1.85 -3.06
H -0.63 0.35 -4.16
H -0.61 -0.38 -2.42
H -1.29 2.53 -3.61
H -1.96 1.81 -1.94
H -0.19 2.68 -2.09
H 1.01 1.46 -0.74
H 2.49 0.85 0.25
H 0.21 -1.06 2.36
H 0.33 1.83 1.64
H 2.59 1.17 4.02
H 2.10 2.86 3.35
H 3.09 1.73 2.22
H -1.45 -3.83 -1.23
H -1.70 -1.84 1.66
H -2.64 -2.93 0.46
H -3.25 -0.98 -1.04
H -1.70 0.03 -0.58
H -2.51 0.67 1.59
H -3.69 -0.79 1.81
H -5.39 0.97 1.26
H -5.01 0.54 -0.53
H -5.26 3.10 2.26
H 1.92 -3.42 -0.95
H 0.88 -1.95 -2.68
H 2.44 -3.14 -3.63
H 3.79 -2.67 -2.69
O -7.70 0.29 3.70
P -7.68 -1.01 2.88
O -6.45 -1.03 1.96
O -8.96 -1.10 2.02
O -7.63 -2.22 3.83
*
```

These are the natural (NBO) partial charges, in e, on atoms 1 to 2: -0.65 -0.42

=====

(2)
Molecular formula: C22H33N3O7P2W
Method: DFT, ωB97M-V/def2-TZVPD

Properties
Energy relative to the best compared isomer or geometry (same formula, charge and spin)   2.048 eV
Gap between HOMO and LUMO (spin up / spin down)   0.241 / 0.254 Eh

Geometry as ORCA input:
```
! RIJCOSX wB97M-V def2-TZVPD def2/J DEFGRID3
* xyz 0 3
W 2.13 -0.60 -0.20
P 1.40 -2.61 -1.04
P 1.18 0.62 1.50
N 3.67 -1.12 0.53
H 0.43 -0.75 -0.51
C 1.43 -2.33 -2.84
H 1.17 -3.29 -3.30
H 2.43 -2.03 -3.19
H 0.69 -1.58 -3.13
C -0.11 -3.59 -0.86
H -0.01 -4.45 -1.54
H -1.00 -2.98 -1.12
H -0.21 -3.94 0.17
C 2.69 -3.89 -0.80
H 2.47 -4.71 -1.50
H 2.67 -4.27 0.23
H 3.70 -3.51 -1.02
C 1.34 2.36 0.99
H 0.99 2.97 1.84
H 0.72 2.56 0.10
H 2.38 2.62 0.78
C -0.56 0.49 1.97
H -0.92 1.47 2.34
H -0.64 -0.26 2.77
H -1.17 0.18 1.12
C 2.10 0.55 3.07
H 1.85 1.43 3.67
H 3.19 0.54 2.90
H 1.82 -0.36 3.63
C 4.86 -1.54 1.04
C 7.27 -1.57 0.86
C 6.05 -1.18 0.35
C 4.93 -2.31 2.23
C 6.18 -2.68 2.72
C 7.35 -2.30 2.06
H 8.18 -1.29 0.32
H 5.93 -0.61 -0.57
H 3.99 -2.59 2.72
H 6.24 -3.27 3.63
H 8.33 -2.59 2.46
C -2.83 -0.80 -1.16
O -2.14 -1.37 -0.31
C -2.43 -0.66 -2.60
H -3.21 -0.17 -3.19
H -2.22 -1.66 -3.02
H -1.53 -0.04 -2.65
C -4.19 -0.24 -0.77
H -4.48 0.56 -1.46
H -4.15 0.15 0.25
H -4.93 -1.05 -0.83
O -0.73 3.95 -2.02
C -1.35 3.02 -1.50
O -1.05 1.81 -1.29
C -2.77 3.29 -0.98
C -2.99 3.43 0.40
C -4.31 3.48 0.88
C -5.41 3.47 0.01
C -5.16 3.31 -1.35
C -3.84 3.27 -1.86
N -6.24 3.00 -2.26
O -7.41 3.06 -1.85
O -5.94 2.64 -3.42
N -4.48 3.33 2.30
O -3.45 3.15 3.00
O -5.63 3.35 2.79
H -2.17 3.48 1.10
H -6.42 3.45 0.39
H -3.67 3.20 -2.94
*
```

These are the natural (NBO) partial charges, in e, on atoms 1 to 2: 0.80 1.10

=====

(3)
Molecular formula: C3H7N3S
Method: DFT, ωB97M-V/def2-TZVPD

Properties
Energy relative to the best compared isomer or geometry (same formula, charge and spin)   3.514 eV
Gap between HOMO and LUMO   0.329 Eh

Geometry as ORCA input:
```
! RIJCOSX wB97M-V def2-TZVPD def2/J DEFGRID3
* xyz 0 1
C 0.90 -1.29 0.17
N 0.78 -0.40 1.06
N 1.02 0.83 0.65
S 2.10 0.84 -0.79
C 1.57 -0.79 -1.18
H 0.63 -2.31 0.43
H 1.29 1.40 1.37
H 2.49 -1.39 -1.36
H 0.78 -0.79 -1.94
C -2.53 1.09 0.36
N -2.38 -0.12 0.10
H -3.60 1.42 0.36
H -1.78 1.81 0.61
H -1.27 -0.29 0.15
*
```

These are the natural (NBO) partial charges, in e, on atoms 1 to 2: 0.00 -0.21

=====

(4)
Molecular formula: C3H6N2O
Method: DFT, ωB97M-V/def2-TZVPD

Properties
Energy relative to the best compared isomer or geometry (same formula, charge and spin)   1.463 eV
Gap between HOMO and LUMO   0.377 Eh

Geometry as ORCA input:
```
! RIJCOSX wB97M-V def2-TZVPD def2/J DEFGRID3
* xyz 0 1
H -2.71 -0.38 -1.10
N -1.94 0.05 -0.60
C -0.84 -0.59 -0.66
N 0.27 0.03 -0.13
C 1.49 -0.62 0.32
C -0.04 1.35 0.29
O 0.12 1.75 1.41
H -0.68 -1.58 -1.11
H 2.36 -0.20 -0.19
H 1.45 -1.69 0.10
H 1.62 -0.49 1.40
H -0.43 1.97 -0.54
*
```

These are the natural (NBO) partial charges, in e, on atoms 1 to 2: 0.35 -0.71

=====

(5)
Molecular formula: CH6S2
Method: DFT, ωB97M-V/def2-TZVPD

Properties
Energy relative to the best compared isomer or geometry (same formula, charge and spin)   0.230 eV
Gap between HOMO and LUMO   0.361 Eh

Geometry as ORCA input:
```
! RIJCOSX wB97M-V def2-TZVPD def2/J DEFGRID3
* xyz 0 1
C 0.94 -1.17 1.80
S 1.68 -1.05 0.17
H 0.04 -0.56 1.96
H 0.69 -2.19 2.07
H 1.69 -0.83 2.50
H 0.67 -1.58 -0.54
S -2.14 2.25 -2.13
H -1.91 3.48 -2.62
H -1.65 1.65 -3.22
*
```

These are the natural (NBO) partial charges, in e, on atoms 1 to 2: -0.74 -0.03

=====

(6)
Molecular formula: C4H8FNO2
Method: DFT, ωB97M-V/def2-TZVPD

Properties
Energy relative to the best compared isomer or geometry (same formula, charge and spin)   2.646 eV
Gap between HOMO and LUMO (spin up / spin down)   0.323 / 0.323 Eh

Geometry as ORCA input:
```
! RIJCOSX wB97M-V def2-TZVPD def2/J DEFGRID3
* xyz 0 1
C -1.26 0.58 -1.55
C 0.63 -0.72 1.69
C 1.47 0.32 -0.28
C -1.30 0.46 -0.07
N 0.52 -0.61 0.27
O -1.08 1.63 -2.11
O -1.40 -0.57 -2.21
F -2.17 -0.45 0.41
H -0.23 -1.26 2.08
H 1.52 -1.31 1.90
H 0.74 0.24 2.21
H 1.35 0.37 -1.36
H 1.37 1.34 0.13
H 2.48 -0.02 -0.06
H -1.24 1.34 0.56
H -1.42 -1.33 -1.60
*
```

These are the natural (NBO) partial charges, in e, on atoms 1 to 2: 0.69 -0.45